Entry 1:
DFT (the ωB97M-V functional and the def2-TZVPD basis) results for C9H20Si in the gas phase.

Structure (ORCA input):
```
! RIJCOSX wB97M-V def2-TZVPD def2/J DEFGRID3
* xyz 0 1
H 3.739 0.396 0.407
C -1.741 1.573 -1.139
H 1.436 1.647 1.543
Si -1.362 0.077 0.000
H -0.860 1.986 -1.617
C 0.398 -0.606 0.040
H -2.899 0.852 1.838
C 1.520 0.134 -1.573
H -2.206 -1.785 -1.481
H -1.266 1.395 2.161
H 1.563 -2.431 0.035
C 0.538 -2.094 0.159
H -3.545 -0.934 -0.731
H 0.592 2.142 0.072
C -2.542 -1.320 -0.555
H -1.712 -0.269 2.476
H 0.210 -2.388 1.158
C 2.940 -0.341 0.482
H -2.207 2.376 -0.576
C -1.853 0.561 1.789
H 3.259 -1.223 -0.068
H 2.812 -0.606 1.531
C 1.652 0.256 -0.081
H -2.619 -2.099 0.200
H 2.351 2.279 0.164
C 1.492 1.673 0.455
H -2.429 1.287 -1.930
H 1.916 -0.728 -2.075
H -0.088 -2.628 -0.557
H 0.911 0.818 -2.126
*
```

Output
HOMO energy = -0.284 Eh
energy above the lowest of the compared OMol25 structures with the same formula, charge and spin = 32.40 kcal/mol
gap between HOMO and LUMO = 8.60 eV

---

Entry 2:
DFT (the ωB97M-V functional and the def2-TZVPD basis) results for 2 unconnected molecules or ions with the total composition C3H12N2O2.

Structure (ORCA input):
```
! RIJCOSX wB97M-V def2-TZVPD def2/J DEFGRID3
* xyz 0 1
O 4.921 -3.269 -0.325
H -1.846 1.033 -1.423
H 0.494 0.898 -0.490
H 4.211 -3.306 0.323
C -1.561 0.080 -1.005
H 0.019 1.330 1.837
H -2.454 2.569 0.936
H -2.359 -0.216 -0.340
O -1.279 -0.877 -1.995
N -1.529 2.466 0.541
H -1.277 -0.473 -2.863
H 0.043 -1.758 0.018
C -0.833 1.311 1.136
N 0.064 -0.894 0.530
H -1.533 0.573 1.588
H -0.982 3.275 0.816
H 0.968 -0.716 0.943
H 5.314 -2.408 -0.207
C -0.381 0.383 -0.020
*
```

Output
HOMO energy = -0.323 Eh
energy above the lowest of the compared OMol25 structures with the same formula, charge and spin = 41.90 kcal/mol
gap between HOMO and LUMO = 9.49 eV
SMILES = NC[C@@H](N)CO.O

---

What did the first record say?
DFT (the ωB97M-V functional and the def2-TZVPD basis) results for C9H20Si in the gas phase.

Structure (ORCA input):
```
! RIJCOSX wB97M-V def2-TZVPD def2/J DEFGRID3
* xyz 0 1
H 3.739 0.396 0.407
C -1.741 1.573 -1.139
H 1.436 1.647 1.543
Si -1.362 0.077 0.000
H -0.860 1.986 -1.617
C 0.398 -0.606 0.040
H -2.899 0.852 1.838
C 1.520 0.134 -1.573
H -2.206 -1.785 -1.481
H -1.266 1.395 2.161
H 1.563 -2.431 0.035
C 0.538 -2.094 0.159
H -3.545 -0.934 -0.731
H 0.592 2.142 0.072
C -2.542 -1.320 -0.555
H -1.712 -0.269 2.476
H 0.210 -2.388 1.158
C 2.940 -0.341 0.482
H -2.207 2.376 -0.576
C -1.853 0.561 1.789
H 3.259 -1.223 -0.068
H 2.812 -0.606 1.531
C 1.652 0.256 -0.081
H -2.619 -2.099 0.200
H 2.351 2.279 0.164
C 1.492 1.673 0.455
H -2.429 1.287 -1.930
H 1.916 -0.728 -2.075
H -0.088 -2.628 -0.557
H 0.911 0.818 -2.126
*
```

Output
HOMO energy = -0.284 Eh
energy above the lowest of the compared OMol25 structures with the same formula, charge and spin = 32.40 kcal/mol
gap between HOMO and LUMO = 8.60 eV

---

Question: Look up the HOMO energy of the first one.
Answer: -0.284 Eh

---

Question: The lowest gap between HOMO and LUMO belongs to which entry?
Answer: C9H20Si

---

Question: Among the records above, which one has the lowest HOMO energy?
Answer: C3H12N2O2